28
Properties=species:S:1:pos:R:3:forces:R:3 method="wB97M-V/def2-TZVPD" total_charge=0 homo_ev="-6.547 / -6.649" lumo_ha="0.0136 / 0.0163" relative_energy_kcal_mol=14.3
C 2.1694 1.9293 0.6348 1.6 1.1 -0.4
C -1.5887 -1.0635 1.4894 1.1 0.8 -1.9
C -2.4720 -0.8935 0.1780 -1.3 2.9 0.4
C -0.5734 0.0906 1.8203 -1.9 -0.6 -1.5
C -2.0406 -1.7989 -0.9498 -2.8 0.4 -1.8
C 0.7785 0.0480 1.1606 -0.9 0.1 -3.0
C -0.8126 -1.5991 -1.7061 3.0 1.3 -0.2
C 1.9795 3.4303 0.5436 -1.8 0.9 2.0
C 2.0675 -0.8170 -1.8704 2.7 -1.0 0.4
O 3.2440 1.3790 0.6522 -0.6 -0.4 0.3
O 0.9780 1.3389 0.6065 -0.2 -0.5 0.6
Se 0.7874 -1.5830 -0.6391 -1.5 -0.8 0.7
H -2.1520 -1.3013 2.3222 -1.7 0.2 1.8
H -1.0716 -1.9901 1.3843 0.8 -0.8 -0.4
H -3.5815 -1.0213 0.3818 1.2 -0.6 0.2
H -2.5955 0.2089 -0.2410 1.1 -1.8 1.0
H -1.2507 0.9384 1.5840 1.3 0.2 -0.4
H -0.3690 0.2559 2.8367 0.0 -0.4 1.8
H -1.9424 -2.7431 -0.5470 -0.2 -2.4 1.1
H -2.9701 -1.8975 -1.6839 2.0 0.3 1.1
H 1.6344 -0.3442 1.6566 0.5 0.0 0.7
H -0.6857 -0.7288 -2.3529 -0.5 0.1 -0.1
H 2.2592 4.0276 1.4983 0.1 -1.4 -1.4
H 0.8484 3.5242 0.5619 1.4 0.5 -0.7
H 2.4856 3.8980 -0.2968 -0.2 -0.2 -0.1
H 3.1086 -0.7280 -1.3335 -2.1 -0.3 -0.8
H 2.2845 -1.4239 -2.8535 -1.2 1.5 1.9
H 1.6419 0.1599 -1.8364 0.2 1.0 -1.4